{"formula": "C6H10N", "method": "the ωB97M-V functional and the def2-TZVPD basis", "smiles": "CC#C[N+]1(C)CC1", "gap_ev": 11.4925, "e_above_lowest_kj_mol": 379.36, "e_lumo_ev": -3.1, "homo_ev": -14.586, "total_charge": 1, "elements": ["N", "C", "C", "C", "C", "C", "C", "H", "H", "H", "H", "H", "H", "H", "H", "H", "H"], "positions_angstrom": [[-0.93, -0.26, 0.07], [-1.55, 0.85, -0.67], [-1.45, 0.94, 0.81], [1.84, 0.12, 0.11], [0.69, -0.16, 0.14], [3.29, 0.22, -0.07], [-1.44, -1.60, -0.08], [-2.43, 0.74, 1.26], [3.71, -0.26, -0.91], [-0.79, 1.66, 1.22], [-1.30, -1.78, -1.09], [3.65, -0.21, 0.93], [-2.43, 0.73, -1.18], [-1.06, 1.52, -1.40], [3.52, 1.25, -0.07], [-0.93, -2.23, 0.61], [-2.38, -1.53, 0.32]], "nbo_charge": [-0.194, -0.234, -0.187, 0.098, 0.055, -0.688, -0.371, 0.245, 0.265, 0.270, 0.236, 0.265, 0.245, 0.265, 0.256, 0.246, 0.225]}

=====

{"formula": "C6H10N2", "method": "the ωB97M-V functional and the def2-TZVPD basis", "smiles": "Cc1cc(C)n(C)n1", "gap_ev": 9.7725, "e_above_lowest_kj_mol": 108.92, "e_lumo_ev": 1.0, "homo_ev": -8.818, "total_charge": 0, "elements": ["N", "N", "C", "C", "C", "C", "C", "C", "H", "H", "H", "H", "H", "H", "H", "H", "H", "H"], "positions_angstrom": [[-0.81, 1.01, 0.08], [0.49, 0.72, 0.23], [-2.98, -0.03, 0.02], [-0.57, -1.18, 0.04], [0.72, -0.63, 0.01], [1.41, 1.74, -0.07], [2.11, -1.25, 0.07], [-1.48, -0.09, 0.00], [2.75, -0.84, -0.69], [-0.86, -2.19, -0.32], [1.15, 2.58, 0.65], [2.54, 1.56, -0.03], [-3.37, 0.11, 1.07], [1.22, 1.98, -1.10], [-3.42, -0.86, -0.43], [2.43, -1.15, 1.10], [1.94, -2.31, -0.14], [-3.28, 0.85, -0.48]], "nbo_charge": [-0.290, -0.197, -0.629, -0.357, 0.181, -0.418, -0.651, 0.153, 0.222, 0.218, 0.223, 0.217, 0.221, 0.203, 0.213, 0.232, 0.231, 0.228]}

=====

{"formula": "C6H10N2", "method": "the ωB97M-V functional and the def2-TZVPD basis", "gap_ev": [6.6638, 6.6646], "e_above_lowest_kj_mol": 800.41, "e_lumo_ev": [-1.0, -1.0], "homo_ev": [-7.645, -7.645], "total_charge": 0, "elements": ["N", "N", "C", "C", "C", "C", "C", "C", "H", "H", "H", "H", "H", "H", "H", "H", "H", "H"], "positions_angstrom": [[1.60, 0.13, -1.53], [1.05, 0.55, -2.63], [2.57, -0.78, -1.63], [1.05, 0.59, -0.31], [0.27, -0.92, 1.79], [0.13, -0.51, 0.36], [-0.95, -0.10, 1.40], [-2.36, -0.51, 1.17], [-2.98, 0.12, 1.89], [2.81, -1.20, -2.55], [1.87, 0.74, 0.34], [-2.65, -0.31, 0.12], [-2.62, -1.62, 1.15], [0.28, 1.11, -2.52], [2.84, -1.15, -0.69], [-0.89, 1.01, 1.73], [-0.29, -1.37, -0.21], [0.60, 1.55, -0.50]], "nbo_charge": [-0.038, -0.595, -0.277, -0.216, 0.262, -0.438, -0.413, -0.619, 0.230, 0.211, 0.221, 0.219, 0.228, 0.307, 0.179, 0.247, 0.269, 0.222]}

=====

{"formula": "C6H10N2", "method": "the ωB97M-V functional and the def2-TZVPD basis", "smiles": "C/N=C1/N=CC1(C)C", "gap_ev": 9.3875, "e_above_lowest_kj_mol": 400.64, "e_lumo_ev": 0.8, "homo_ev": -8.591, "total_charge": 0, "elements": ["N", "N", "C", "C", "C", "C", "C", "C", "H", "H", "H", "H", "H", "H", "H", "H", "H", "H"], "positions_angstrom": [[0.23, 1.90, 0.61], [1.18, 1.02, -2.06], [0.79, -1.26, 0.18], [-0.12, 1.41, 1.94], [0.05, -0.29, -0.77], [-1.42, -0.58, -0.72], [0.67, -0.11, -2.09], [0.46, 1.16, -0.40], [-2.00, 0.21, -1.25], [0.77, -0.85, -2.86], [1.78, -1.35, -0.35], [-0.23, 0.26, 1.84], [-0.95, 1.97, 2.37], [-1.54, -1.65, -0.94], [0.71, 1.60, 2.65], [0.97, -0.72, 1.15], [-1.59, -0.47, 0.37], [0.24, -2.24, 0.32]], "nbo_charge": [-0.469, -0.360, -0.613, -0.430, -0.218, -0.608, 0.061, 0.501, 0.228, 0.200, 0.226, 0.174, 0.222, 0.219, 0.216, 0.222, 0.213, 0.217]}

=====

Number 1: F_max 0.13902 hartree/bohr. Number 2: F_max 0.06182 hartree/bohr. Number 3: F_max 0.07212 hartree/bohr. Number 4: F_max 0.07859 hartree/bohr.